Record 1
The following is a quantum chemistry calculation of a molecular structure, C14H26LaN5OS6, from OMol25.

The geometry in XYZ format:
```
53
Properties=species:S:1:pos:R:3:forces:R:3
La 0.22763 1.12848 -0.56091 0.29 -0.10 0.30
S 4.69102 5.76816 -1.10281 0.17 0.69 0.09
C 3.57281 4.63797 -1.24157 -0.63 -0.69 -0.06
S 1.90894 4.80185 -1.82766 0.26 0.73 0.17
C 1.50975 3.11124 -2.02118 0.78 0.09 0.06
C 2.50580 2.25484 -1.60147 -0.17 0.09 -0.13
S 2.58871 0.52877 -1.79641 -0.30 0.05 0.20
S 3.87698 2.98148 -0.77374 0.05 -0.15 -0.22
S -0.03675 2.80135 -2.74287 -0.18 -0.55 0.30
C -5.40669 -0.47843 -1.00801 -0.55 -0.53 0.63
N -4.80942 -0.15454 0.30304 0.68 0.12 0.54
C -3.49300 0.01591 0.53423 -0.76 -0.27 0.35
N -3.04374 0.29716 1.77696 -0.20 -0.09 -0.63
S -2.37706 -0.23315 -0.72658 0.00 -0.11 -0.36
H -5.31925 -1.54771 -1.24436 0.20 0.30 0.12
H -4.97263 0.11086 -1.78919 0.36 0.30 -0.29
H -6.47653 -0.25521 -0.96731 0.24 0.08 0.15
H -5.42758 -0.16533 1.11914 0.29 0.09 -0.56
H -3.69819 0.47387 2.52772 0.27 0.04 -0.01
H -2.03563 0.43470 1.90376 -0.80 0.05 0.17
C 0.58126 4.08548 1.54667 -0.44 0.50 -0.26
N 0.35650 3.57428 2.88637 0.05 -0.63 -0.72
C 0.85738 4.39518 3.99445 -0.09 -0.10 -0.61
C 0.00678 2.31181 2.97927 0.15 -0.12 1.46
O -0.23685 1.54944 2.02482 0.01 -0.30 -1.46
H 0.59280 5.16263 1.60032 -0.31 0.37 -0.13
H -0.22046 3.76044 0.86811 0.17 0.28 0.17
H 1.55627 3.83946 1.14276 0.37 -0.50 -0.02
H 1.86615 4.67326 3.67016 -0.04 0.08 0.63
H 0.85610 3.77299 4.88724 0.11 0.35 0.12
H 0.24411 5.30542 4.09445 0.21 -0.47 0.12
H -0.05798 1.86840 3.98558 -0.01 0.49 -0.03
C 2.39576 -3.96215 -1.03746 -0.48 0.27 0.37
C 2.27659 -2.41719 -1.06862 -0.94 -0.44 -0.07
N 0.86333 -2.00739 -0.73395 0.31 -0.57 0.56
C 0.36081 -2.86736 0.41612 0.22 0.69 -0.63
C 0.11730 -4.29200 -0.09017 0.29 -0.81 0.12
N 0.99986 -4.50201 -1.31325 0.57 0.55 0.17
C 0.42823 -3.73818 -2.46718 -0.39 0.76 -0.61
C 0.06285 -2.31789 -1.93018 -0.33 -0.71 -0.01
H 2.74779 -4.41260 -0.09306 -0.22 0.38 -0.35
H 3.02392 -4.29252 -1.83941 0.42 -0.32 -0.38
H 2.54939 -2.02598 -2.05289 -0.37 -0.19 0.01
H 2.97929 -1.95033 -0.42730 0.52 0.27 0.97
H -0.55959 -2.44370 0.82487 -0.13 -0.06 -0.39
H 1.04912 -2.82879 1.26124 0.37 -0.06 -0.33
H -0.89158 -4.41812 -0.47499 -0.14 -0.13 0.28
H 0.34596 -5.07367 0.67612 -0.18 0.61 -0.74
H 1.08166 -5.47791 -1.58639 -0.17 -0.18 0.29
H -0.44330 -4.27742 -2.88530 0.47 0.26 0.34
H 1.18538 -3.62181 -3.25217 -0.07 -0.48 0.26
H -0.99237 -2.32364 -1.66419 -0.01 0.26 0.04
H 0.23239 -1.56044 -2.70279 0.05 -0.19 0.05
```
Positions in Å, forces in eV/Å.

Calculated values
charge: +2
maximum force: 1.489 eV/Å
orbital gap: 7.1 eV
HOMO: -12.10 eV
total energy: -3318.39222 hartree
spin multiplicity: 1

***

Record 2
The following is a quantum chemistry calculation of a molecular structure, C14H26MgN6O6, from OMol25.

The geometry in XYZ format:
```
53
Properties=species:S:1:pos:R:3:forces:R:3
O 1.91611 -0.42055 -2.41697 -0.71 -3.55 0.93
H 1.41962 0.05605 -3.15191 -0.95 0.49 -0.32
Mg 0.59524 -0.50815 -0.88592 -2.70 2.77 1.63
N -1.61479 -1.12909 -0.93271 -1.41 1.67 -2.36
N -0.51601 0.45806 -2.57317 -3.06 -0.51 -0.09
N 0.50011 -1.50450 1.15508 1.47 -0.59 2.59
N 2.52447 -0.39536 0.12070 1.62 -0.61 1.96
O -2.17870 -2.07314 -0.21596 -0.06 -1.05 1.91
O -0.58948 -2.05963 1.75777 0.67 0.49 -0.56
O 3.69354 0.03800 -0.50818 -0.62 0.02 -0.31
O 0.10335 0.95888 -3.58825 1.62 0.56 -0.70
C -1.86034 0.47619 -2.61771 2.87 0.81 -0.02
C -2.47758 -0.38017 -1.66345 1.79 -1.74 2.43
C 1.53974 -1.36426 1.97927 -2.65 -0.34 -1.26
C 2.71017 -0.77312 1.37033 0.07 1.06 -2.66
C -3.94622 -0.47004 -1.44449 -0.23 -0.26 -0.20
H -4.22248 0.03554 -0.50695 0.07 -0.21 -0.12
H -4.25263 -1.51980 -1.37058 0.02 0.25 0.08
H -4.49366 0.01242 -2.25801 0.04 -0.10 0.20
C -2.58557 1.30490 -3.61257 -0.21 -0.08 -0.35
H -2.04389 1.30906 -4.56389 -0.07 0.04 0.19
H -2.66879 2.34260 -3.26212 0.05 -0.11 -0.12
H -3.59609 0.92227 -3.77315 0.13 0.13 -0.09
C 1.53281 -1.74862 3.41852 -0.10 -0.09 0.16
C 3.99902 -0.62727 2.09700 0.28 -0.08 -0.02
H 0.57721 -2.21110 3.67417 0.25 0.10 -0.01
H 1.68936 -0.86449 4.05141 -0.05 -0.16 -0.12
H 2.34992 -2.44947 3.63148 -0.17 0.11 -0.02
H 4.75898 -0.24089 1.41453 -0.11 -0.10 0.27
H 4.32063 -1.59718 2.49643 -0.04 0.20 -0.05
H 3.88540 0.05791 2.94668 -0.02 -0.13 -0.16
H -1.27549 -2.11738 0.97574 -0.59 -0.11 -0.37
H 3.41985 0.02526 -1.45868 0.01 0.03 0.63
C 1.27107 -1.92589 -2.22580 2.66 0.55 -2.93
H 0.34207 -2.00805 -2.80504 0.16 0.33 0.50
H 1.22159 -2.30026 -1.17244 0.16 0.54 -0.65
H 2.05124 -2.50241 -2.72285 -0.33 -0.25 0.24
O -1.48120 -5.03342 -0.42724 0.47 0.50 0.01
H -0.51140 -5.06504 -0.39745 -0.51 -0.01 0.04
H -1.69590 -4.07671 -0.36279 -0.03 -0.27 -0.09
N -0.69381 4.68234 2.71199 -0.06 0.53 0.37
C -0.46149 3.59748 1.93212 0.05 -0.44 -0.31
C 0.69527 3.51635 1.12483 -0.15 -0.50 -0.19
C 0.88376 2.38491 0.33539 -0.59 0.25 0.49
N 0.01579 1.35538 0.31479 0.34 -0.25 0.04
C -1.07829 1.41718 1.09841 0.19 0.56 0.06
C -1.36696 2.51315 1.90616 0.41 -0.22 -0.38
H -0.04963 5.46050 2.73600 -0.21 -0.31 -0.07
H -1.52193 4.75204 3.28567 0.26 -0.09 -0.23
H 1.43048 4.31879 1.11225 -0.19 -0.14 0.01
H 1.76417 2.29310 -0.30546 -0.26 0.06 0.18
H -1.75130 0.55630 1.07404 0.24 0.22 -0.07
H -2.27734 2.52135 2.50297 0.23 0.03 -0.09
```
Positions in Å, forces in eV/Å.

Calculated values
charge: 0
maximum force: 4.201 eV/Å
orbital gap: 5.5 eV
HOMO: -6.00 eV
total energy: -1528.99274 hartree
spin multiplicity: 1

***

Record 3
The following is a quantum chemistry calculation of a molecular structure, C14H26N2O9P2S4Sr, from OMol25.

The geometry in XYZ format:
```
58
Properties=species:S:1:pos:R:3:forces:R:3
Sr 0.68906 0.18796 1.34982 -0.14 -0.62 -0.80
C 1.80900 -0.23188 -2.60112 0.09 0.01 -0.03
C 0.66348 -1.18377 -2.30202 0.02 -0.08 0.09
S 0.65053 -2.06783 -0.72207 0.18 -0.06 -0.01
C 2.25226 -2.92310 -0.74529 -0.01 -0.03 -0.02
C 3.08271 -2.74107 0.51754 0.00 -0.04 -0.01
S 3.59860 -1.05366 0.94186 -0.02 0.09 0.10
C 4.38244 -0.44957 -0.57744 -0.03 0.00 0.00
C 3.86382 0.90522 -1.04974 0.00 0.00 0.02
S 2.08306 1.06817 -1.35773 0.05 -0.01 0.01
H 1.60010 0.27094 -3.54720 -0.03 -0.02 0.01
H 2.75299 -0.76282 -2.71921 0.01 0.00 -0.02
H 0.58580 -1.91231 -3.11044 0.00 0.00 0.00
H -0.27706 -0.64195 -2.28050 0.03 -0.02 -0.02
H 2.80299 -2.61492 -1.63284 0.01 -0.01 0.00
H 2.05843 -3.99092 -0.85826 0.01 0.00 0.00
H 3.97289 -3.36919 0.46369 0.00 0.01 0.00
H 2.51573 -3.05900 1.39542 0.00 0.00 0.00
H 4.25444 -1.20771 -1.34681 0.00 0.00 -0.01
H 5.45425 -0.36538 -0.39603 0.00 0.01 0.00
H 4.39915 1.19131 -1.95679 0.00 0.00 0.00
H 4.08176 1.67263 -0.30424 0.00 0.00 0.00
N -2.40885 0.81315 4.99381 -0.03 -0.02 0.06
C -1.32162 0.67357 3.95265 0.04 -0.02 0.03
C -0.05110 1.40183 4.43961 -0.05 0.08 0.14
P -2.05659 1.67562 2.54050 -0.30 -0.13 0.12
O -3.25105 0.77575 2.03645 0.91 -0.22 -0.12
O -2.50731 2.88224 3.27686 -0.04 0.04 -0.05
O -0.99335 1.74179 1.46253 0.05 0.49 0.37
P -0.95801 -1.14304 3.98223 0.10 0.09 -0.03
O -2.29961 -1.71893 3.31634 -0.02 -0.01 0.02
O -0.87217 -1.48494 5.42433 -0.02 -0.04 0.00
O 0.22190 -1.36987 3.06253 -0.06 0.16 0.03
H -2.62911 1.81636 5.06783 -0.01 0.01 -0.03
H -2.11123 0.35628 5.86163 0.01 0.00 0.01
H -3.24742 0.33769 4.64696 0.01 0.00 -0.01
H -0.25255 2.01353 5.32008 -0.01 0.00 -0.01
H 0.29865 2.10507 3.67931 0.03 -0.03 0.02
H 0.74482 0.70496 4.70518 0.00 0.01 0.04
H -2.79972 0.09936 1.41704 -0.95 0.23 -0.06
H -2.52433 -2.60604 3.62077 0.01 0.00 0.00
N 0.02845 2.39496 -4.95220 -0.02 -0.07 -0.06
C -0.82488 1.73988 -4.05458 -0.01 0.00 -0.01
C -1.50348 0.58529 -4.44351 0.02 0.00 0.01
C -2.22798 -0.14801 -3.51699 -0.10 0.09 0.02
C -2.30050 0.26910 -2.19460 -0.04 -0.01 -0.20
C -1.69238 1.46041 -1.81910 0.00 -0.07 0.10
C -0.94877 2.18312 -2.73675 0.02 0.06 -0.04
S -3.02428 -0.81135 -0.97817 -0.13 -0.06 0.01
O -4.31062 -0.26240 -0.62606 0.05 -0.08 -0.03
O -2.05817 -0.72116 0.15615 0.34 0.15 0.29
O -3.01093 -2.12041 -1.59468 0.03 0.07 0.02
H 0.14016 3.38467 -4.79805 -0.03 0.01 0.07
H -0.17729 2.19847 -5.91953 0.01 0.04 -0.02
H -1.43653 0.24565 -5.47152 0.01 0.00 0.00
H -2.70658 -1.07718 -3.79673 0.01 0.00 0.00
H -1.75828 1.78944 -0.78886 0.02 0.02 -0.01
H -0.44569 3.09404 -2.43204 0.00 0.00 0.02
```
Positions in Å, forces in eV/Å.

Calculated values
charge: 0
maximum force: 1.021 eV/Å
orbital gap: 7.7 eV
HOMO: -8.06 eV
total energy: -3642.29049 hartree
spin multiplicity: 1

***

Record 4
The following is a quantum chemistry calculation of 2 unconnected molecules or ions with the total composition C14H26NO2S, from OMol25.

The geometry in XYZ format:
```
44
Properties=species:S:1:pos:R:3:forces:R:3
C -5.26411 0.12831 0.59314 0.00 0.41 0.36
C -3.78029 0.44121 0.07715 -0.26 0.23 0.56
O -3.48874 -0.05108 -1.25162 0.17 1.69 0.36
C -2.55408 0.83122 -1.94964 1.40 -0.99 -0.64
C -1.02898 0.59811 -1.41635 -0.38 0.51 -0.28
C -0.58813 1.62802 -0.26953 -0.01 0.53 -0.17
C 0.85433 1.33379 0.38119 -0.68 0.69 -0.26
C 0.81209 0.51603 1.76002 0.27 -0.60 -0.21
C -0.04447 -0.83848 1.68328 -1.76 -2.47 0.17
C 0.30715 -2.01719 0.69746 -3.22 0.33 2.53
C -0.62551 -3.25429 0.68333 -0.28 3.12 2.13
C -1.84865 -3.30127 1.62200 2.61 1.79 -0.88
N -2.10633 -2.21268 2.54220 2.68 -0.02 -2.35
C -1.27366 -1.02348 2.60328 1.59 -1.43 -2.28
H -5.97850 1.01141 0.37712 1.15 -1.59 0.06
H -5.69671 -0.84519 0.17349 0.72 1.44 0.54
H -5.23305 0.05966 1.74913 -0.02 -0.02 -1.83
H -3.02936 -0.02586 0.80301 -0.85 0.61 -0.83
H -3.63112 1.57632 0.09483 -0.17 -1.49 0.09
H -2.85651 1.93320 -1.90174 0.27 -1.49 0.04
H -2.53234 0.47308 -3.04784 -0.41 0.65 1.78
H -0.29861 0.73751 -2.29787 -1.12 -0.20 1.31
H -0.97677 -0.50441 -1.12507 -0.03 1.48 -0.17
H -1.41213 1.76714 0.53105 1.36 -0.40 -1.15
H -0.50165 2.66375 -0.78044 -0.23 -1.65 0.76
H 1.31123 2.36572 0.62745 -0.52 -1.74 -0.27
H 1.52134 0.85626 -0.41964 -0.93 0.56 1.50
H 0.41011 1.17022 2.60969 0.38 -0.99 -1.25
H 1.91162 0.27104 2.02805 -1.84 0.12 -0.33
H 1.22286 -1.87934 0.01106 -1.67 -0.44 1.16
H -0.36999 -4.09537 -0.03712 -0.72 1.16 1.24
H -2.55538 -4.19926 1.59259 1.06 1.67 0.29
H -2.93392 -2.27127 3.16618 0.87 0.04 -0.68
H -1.57136 -0.22779 3.36597 0.41 -1.37 -1.26
C 5.47099 0.05282 -2.74941 -0.06 0.04 -0.08
S 4.73737 -0.07289 -1.10499 0.24 0.09 -0.12
O 3.32633 0.41925 -1.20495 0.32 -0.11 -0.06
C 5.71831 1.24737 -0.36129 -0.06 0.10 0.02
H 4.97641 -0.66546 -3.40419 -0.01 0.02 0.14
H 5.33014 1.06054 -3.14429 -0.04 -0.03 0.10
H 6.53490 -0.18319 -2.69213 -0.07 -0.02 0.07
H 5.56197 2.18018 -0.90599 -0.05 -0.09 -0.03
H 6.77416 0.97225 -0.38244 -0.08 -0.06 -0.01
H 5.39905 1.37412 0.67385 -0.02 -0.09 -0.09
```
Positions in Å, forces in eV/Å.

Calculated values
charge: +1
maximum force: 4.113 eV/Å
orbital gap: 6.9 eV
HOMO: -11.53 eV
total energy: -1152.03054 hartree
spin multiplicity: 1